Entry 1:
A molecular structure, C42H46N6O2P2Pb, computed with ωB97M-V with the def2-TZVPD basis set.

Geometry as XYZ:
```
99
Properties=species:S:1:pos:R:3:lowdin_charge:R:1
Pb 0.36 2.13 0.36 1.3213
C -1.73 1.91 -6.59 -0.1012
C -1.83 0.63 -6.21 -0.1440
C -0.99 -0.46 -6.80 -0.1786
C 0.49 -0.10 -7.04 -0.1857
C 1.16 0.70 -5.93 -0.1130
C 1.22 2.03 -5.97 -0.0984
C 0.64 2.81 -7.13 -0.1753
C -0.77 2.41 -7.63 -0.1854
C 1.92 1.46 1.91 -0.3341
H -2.45 2.66 -6.24 0.1055
H -2.63 0.30 -5.54 0.0928
H -1.42 -0.80 -7.76 0.1332
H -1.05 -1.33 -6.14 0.1003
H 1.04 -1.05 -7.17 0.1188
H 0.57 0.41 -8.01 0.1022
H 1.65 0.11 -5.15 0.0801
H 1.78 2.61 -5.23 0.1009
H 1.30 2.77 -8.02 0.1294
H 0.60 3.87 -6.85 0.1079
H -1.22 3.32 -8.06 0.1191
H -0.69 1.71 -8.48 0.1110
H 1.49 1.98 2.78 -0.0210
H 2.99 1.71 1.80 0.0133
H 1.77 0.38 2.05 -0.0268
P 2.05 -0.20 -0.84 0.9764
P -1.10 -0.76 -0.65 1.0050
N 3.20 0.90 -1.59 -0.2585
N 3.17 -1.53 -0.44 -0.2396
N -1.88 0.46 -1.66 -0.2284
N -2.54 -1.74 -0.43 -0.2701
C 1.19 -0.91 -2.29 -0.3789
C -0.15 -1.62 -1.94 -0.3603
C 3.41 2.23 -1.19 -0.1873
C 4.37 2.78 -2.01 -0.0667
C 4.80 1.78 -2.92 -0.0547
C 4.07 0.62 -2.65 -0.1066
C 4.12 -1.42 0.60 -0.1284
C 4.78 -2.63 0.73 -0.0670
C 4.23 -3.53 -0.25 -0.0603
C 3.26 -2.83 -0.95 -0.1350
C -2.38 1.66 -1.12 -0.1379
C -2.73 2.49 -2.17 0.0080
C -2.52 1.77 -3.38 0.0304
C -1.95 0.56 -3.04 -0.0117
C -3.62 -2.14 -1.23 -0.1203
C -4.46 -2.95 -0.46 -0.0581
C -3.89 -3.04 0.85 -0.0684
C -2.73 -2.29 0.86 -0.1405
H 1.86 -1.61 -2.81 0.0776
H 1.01 -0.06 -2.97 0.0698
H -0.77 -1.75 -2.84 0.0763
H 0.04 -2.63 -1.53 0.1032
H 2.88 2.65 -0.33 0.0278
H 4.73 3.80 -1.95 0.1068
H 5.55 1.88 -3.69 0.1072
H 4.10 -0.36 -3.09 0.1148
H 4.23 -0.49 1.14 0.0977
H 5.54 -2.87 1.46 0.1053
H 4.50 -4.57 -0.39 0.1058
H 2.61 -3.13 -1.76 0.0920
H -2.49 1.79 -0.05 0.0964
H -3.02 3.54 -2.11 0.1333
H -2.75 2.09 -4.38 0.0843
H -1.58 -0.24 -3.67 0.1133
H -3.71 -1.82 -2.26 0.1011
H -5.38 -3.43 -0.79 0.1083
H -4.28 -3.59 1.70 0.1050
H -2.01 -2.06 1.64 0.0687
O -0.97 2.39 2.64 -0.1260
C -1.01 1.34 3.34 -0.5068
N -1.44 1.27 4.67 0.2426
C -1.06 0.00 5.26 -0.2370
C -0.80 -0.77 3.91 -0.3635
O -0.80 -2.01 3.79 0.1391
N -0.64 0.11 2.89 0.2311
C 0.25 0.14 6.09 -0.1687
C 1.35 -0.68 5.84 -0.0214
C 2.57 -0.46 6.50 -0.0475
C 2.66 0.55 7.47 -0.0572
C 1.53 1.32 7.79 -0.0491
C 0.32 1.08 7.13 -0.0378
C -2.19 -0.67 6.08 -0.1331
C -1.97 -1.25 7.33 0.0000
C -3.01 -1.82 8.07 -0.0388
C -4.30 -1.87 7.54 -0.0407
C -4.53 -1.34 6.25 -0.0442
C -3.47 -0.76 5.52 -0.0166
H -1.68 2.14 5.15 0.1832
H 1.27 -1.52 5.15 0.1148
H 3.44 -1.08 6.26 0.1142
H 3.61 0.75 7.97 0.1162
H 1.59 2.10 8.57 0.1191
H -0.58 1.61 7.46 0.1238
H -0.97 -1.25 7.77 0.1200
H -2.82 -2.23 9.06 0.1190
H -5.13 -2.30 8.11 0.1227
H -5.53 -1.38 5.82 0.1143
H -3.67 -0.37 4.52 0.1197
```

Output
* strongest force on any atom: 3.41 eV Å⁻¹
* HOMO-LUMO gap (alpha / beta): 0.1361 / 0.1312 hartree
* E_HOMO (alpha / beta): -12.831 / -12.831 eV
* LUMO level (alpha / beta): -0.335 / -0.340 hartree
* multiplicity: 1
* charge: +2


Entry 2:
C4H7NO2 in the gas phase, computed with ωB97M-V with the def2-TZVPD basis set.

Geometry as XYZ:
```
14
Properties=species:S:1:pos:R:3:nbo_charge:R:1
C 0.95 1.41 0.32 -0.6484
C 0.85 0.02 -0.31 0.1102
C -0.14 -0.96 0.78 -0.2474
N -1.44 -0.99 0.16 -0.6641
C -1.35 -0.23 -1.25 0.8923
O -2.21 0.29 -1.89 -0.5050
O 0.16 0.02 -1.52 -0.5431
H -0.07 1.77 0.50 0.2120
H 1.46 2.16 -0.29 0.2257
H 1.47 1.34 1.28 0.2124
H 1.78 -0.56 -0.32 0.1839
H -0.10 -0.36 1.69 0.1922
H 0.33 -1.95 0.91 0.1924
H -1.69 -1.96 -0.07 0.3870
```

Output
* strongest force on any atom: 3.23 eV Å⁻¹
* SMILES: C[C@H]1CNC(=O)O1
* HOMO-LUMO gap: 0.4067 hartree
* E_HOMO: -10.249 eV
* LUMO level: 0.030 hartree
* multiplicity: 1
* charge: 0


Entry 3:
2 unconnected molecules or ions with the total composition C4H7NS, computed with ωB97M-V with the def2-TZVPD basis set.

Geometry as XYZ:
```
13
Properties=species:S:1:pos:R:3:lowdin_spin:R:1
C -2.92 0.55 -0.15 0.1798
C -0.40 -0.23 0.20 0.5413
C 2.19 -0.46 -0.19 0.0268
C 0.98 0.40 0.32 0.0651
N -1.98 1.28 0.04 0.7967
S -0.89 -1.69 0.05 0.2691
H -2.86 -0.48 0.12 0.0522
H -3.82 0.82 -0.73 0.0594
H 2.34 -1.50 0.31 0.0034
H 3.18 0.00 0.02 0.0031
H 1.92 -0.87 -1.18 0.0014
H 1.12 1.43 -0.17 0.0024
H 1.16 0.76 1.35 -0.0007
```

Output
* strongest force on any atom: 3.90 eV Å⁻¹
* HOMO-LUMO gap (alpha / beta): 0.2326 / 0.3080 hartree
* E_HOMO (alpha / beta): -6.301 / -9.861 eV
* LUMO level (alpha / beta): 0.001 / -0.054 hartree
* multiplicity: 3
* charge: 0


Entry 4:
C2H3NO2S in the gas phase, computed with ωB97M-V with the def2-TZVPD basis set.

Geometry as XYZ:
```
9
Properties=species:S:1:pos:R:3:nbo_charge:R:1
C -0.57 0.05 -0.13 0.0020
C 0.96 -0.48 -0.09 0.7446
H 0.40 1.75 0.15 0.4299
H -1.46 1.91 0.16 0.4251
H 0.27 -2.16 -0.03 0.5022
N -0.62 1.38 0.20 -0.7645
O 1.15 -1.80 0.23 -0.6502
O 1.86 0.23 -0.34 -0.5394
S -1.99 -0.89 -0.15 -0.1496
```

Output
* strongest force on any atom: 5.11 eV Å⁻¹
* SMILES: NC(=S)C(=O)O
* HOMO-LUMO gap: 0.3180 hartree
* E_HOMO: -9.284 eV
* LUMO level: -0.023 hartree
* multiplicity: 1
* charge: 0


Entry 5:
A molecular structure, C39H43BF5N7O5Pt, computed with ωB97M-V with the def2-TZVPD basis set.

Geometry as XYZ:
```
101
Properties=species:S:1:pos:R:3:lowdin_charge:R:1
Pt -0.59 1.79 -0.99 1.4904
F 1.17 -4.95 -0.75 0.0671
C 0.48 -4.31 0.23 -0.1749
C 0.32 -2.96 0.10 0.1004
C -0.42 -2.23 1.04 -0.0359
C -0.54 -0.78 0.89 -0.2975
O 0.19 -0.17 0.09 -0.0420
C -1.53 -0.22 1.77 -0.0109
C -2.09 -0.96 2.76 0.0542
N -1.79 -2.25 3.01 0.0133
C -2.34 -2.88 4.18 -0.2535
C -1.41 -3.30 5.28 -0.0891
C -2.31 -2.13 5.47 -0.0697
C -1.00 -2.93 2.11 -0.1079
C -0.77 -4.30 2.26 0.0673
C -0.04 -5.03 1.32 -0.1283
N 0.17 -6.39 1.52 -0.0945
C -0.83 -7.24 2.12 -0.1195
C -0.16 -8.06 3.23 -0.0707
N 1.26 -8.30 2.83 0.0604
C 1.36 -8.50 1.36 -0.0833
C 1.09 -7.15 0.68 -0.1224
C -2.02 1.24 1.66 -0.6000
O -3.06 1.49 2.23 0.1048
O -1.25 2.03 1.06 -0.1259
H 0.74 -2.44 -0.75 0.1372
H -2.82 -0.50 3.41 0.1559
H -3.21 -3.50 3.95 0.1611
H -0.36 -3.10 5.14 0.1143
H -1.62 -4.22 5.81 0.1050
H -1.86 -1.15 5.49 0.1142
H -3.17 -2.22 6.13 0.1160
H -1.16 -4.79 3.13 0.1017
H -1.27 -7.90 1.36 0.1404
H -1.65 -6.65 2.53 0.1286
H -0.66 -9.02 3.35 0.1432
H -0.17 -7.53 4.18 0.1389
H 1.64 -9.10 3.34 0.1955
H 1.82 -7.48 3.07 0.1941
H 0.62 -9.26 1.08 0.1414
H 2.35 -8.87 1.09 0.1455
H 0.69 -7.33 -0.33 0.1452
H 2.02 -6.59 0.58 0.1370
C -4.48 3.14 -1.94 -0.0464
C -3.39 3.31 -0.88 -0.2018
C -2.72 4.64 -1.00 -0.1285
C -3.39 5.75 -0.53 -0.0057
C -2.85 7.02 -0.67 -0.0060
C -1.60 7.19 -1.26 -0.0155
C -0.90 6.11 -1.77 -0.1432
C 0.48 6.35 -2.32 -0.1995
C 0.45 7.09 -3.66 -0.0701
C -1.48 4.81 -1.68 -0.1590
N -0.85 3.71 -2.18 0.0531
C -0.30 3.61 -3.36 -0.0335
C 0.34 2.43 -3.74 -0.2756
C 0.71 1.96 -5.03 0.0233
C 1.08 0.65 -4.87 -0.0069
C 0.96 0.37 -3.47 -0.0914
N 0.54 1.42 -2.81 -0.0469
H -4.94 2.16 -1.85 0.0887
H -4.04 3.22 -2.94 0.0840
H -5.24 3.90 -1.83 0.0812
H -2.66 2.48 -0.99 0.0352
H -3.83 3.23 0.12 0.1271
H -4.34 5.62 -0.04 0.1319
H -3.39 7.88 -0.30 0.1222
H -1.17 8.17 -1.31 0.1259
H 1.02 5.41 -2.43 0.0952
H 1.03 6.96 -1.60 0.1246
H -0.13 6.55 -4.40 0.0699
H 1.47 7.21 -4.03 0.0828
H 0.02 8.08 -3.54 0.0803
H -0.42 4.40 -4.10 0.1533
H 0.64 2.52 -5.94 0.1219
H 1.38 -0.05 -5.62 0.1138
H 1.17 -0.56 -2.98 0.1266
F -2.15 1.26 -3.06 0.0839
B -2.42 -0.09 -2.72 -1.3151
F -2.21 -0.09 -1.28 0.0563
F -1.47 -0.89 -3.28 0.1698
F -3.68 -0.44 -3.00 0.2143
O 6.03 0.03 -2.59 -0.0305
C 6.43 0.45 -1.31 -0.2399
N 5.37 1.29 -0.80 0.1015
C 4.71 1.04 0.34 -0.4593
O 5.01 0.19 1.15 0.1021
C 3.53 1.95 0.58 -0.0839
C 3.42 2.70 1.75 0.0474
C 2.29 3.48 1.94 0.0050
C 1.28 3.44 0.98 -0.0953
N 1.38 2.68 -0.11 0.0204
C 2.47 1.97 -0.32 -0.0599
H 6.77 -0.40 -3.04 0.0983
H 7.37 1.03 -1.37 0.1374
H 6.56 -0.39 -0.62 0.1329
H 5.04 2.00 -1.44 0.1511
H 4.20 2.66 2.50 0.1385
H 2.17 4.10 2.81 0.1238
H 0.38 4.02 1.09 0.1238
H 2.51 1.38 -1.23 0.1195
```

Output
* strongest force on any atom: 4.61 eV Å⁻¹
* HOMO-LUMO gap (alpha / beta): 0.1616 / 0.1616 hartree
* E_HOMO (alpha / beta): -12.222 / -12.222 eV
* LUMO level (alpha / beta): -0.288 / -0.288 hartree
* multiplicity: 1
* charge: +2


Entry 6:
A molecular structure, C10H19MnNO6SSe2Te2, computed with ωB97M-V with the def2-TZVPD basis set.

Geometry as XYZ:
```
42
Properties=species:S:1:pos:R:3:lowdin_spin:R:1
Mn 0.92 0.87 1.06 4.7355
O -0.36 0.32 -2.26 0.0015
C -1.31 1.22 -1.72 0.0018
C -0.80 2.61 -1.40 0.0034
N 0.23 2.71 -0.34 0.0313
C 1.56 3.06 -0.92 0.0017
C 2.19 1.76 -1.46 0.0055
O 2.22 1.59 -2.69 0.0040
O 2.53 0.95 -0.56 0.0365
C -0.16 3.68 0.70 0.0027
C 0.83 3.69 1.88 0.0062
O 1.02 4.77 2.44 0.0064
O 1.37 2.57 2.19 0.0452
H 0.41 0.79 -2.63 0.0001
H -1.72 0.77 -0.81 0.0008
H -2.14 1.36 -2.43 0.0000
H -1.66 3.21 -1.10 0.0004
H -0.41 3.06 -2.32 0.0006
H 2.19 3.43 -0.11 0.0001
H 1.46 3.82 -1.70 0.0005
H -1.12 3.37 1.10 0.0001
H -0.24 4.70 0.30 0.0005
Se -1.65 0.34 2.20 0.0361
Te -1.97 -1.63 5.70 0.0047
Te -0.23 -0.15 4.26 0.0041
Se 1.69 -1.50 3.56 0.0234
C -2.27 -3.75 0.65 0.0004
C -0.96 -3.07 1.02 0.0014
S -0.48 -1.85 -0.22 0.0069
O 0.75 -1.16 0.33 0.0355
C 0.21 -2.94 -1.48 0.0017
C 1.55 -3.55 -1.09 0.0003
H -2.61 -4.35 1.50 0.0001
H -2.17 -4.40 -0.22 0.0000
H -3.04 -3.01 0.45 0.0001
H -0.13 -3.75 1.20 0.0000
H -1.08 -2.47 1.93 0.0003
H 0.30 -2.30 -2.35 0.0000
H -0.56 -3.70 -1.68 0.0003
H 2.23 -2.75 -0.78 0.0001
H 1.98 -4.07 -1.94 0.0000
H 1.45 -4.25 -0.27 0.0000
```

Output
* strongest force on any atom: 0.56 eV Å⁻¹
* HOMO-LUMO gap (alpha / beta): 0.2041 / 0.2040 hartree
* E_HOMO (alpha / beta): -1.284 / -1.284 eV
* LUMO level (alpha / beta): 0.157 / 0.157 hartree
* multiplicity: 6
* charge: -2